This record from the Open Molecules 2025 dataset describes a single C5H10O2 molecule in a non-equilibrium geometry. The level of theory is wB97M-V/def2-TZVPD.

## Properties
- Molar mass: 102.1 Da
- Structure (SMILES): CO[C@H]1C[C@H]1CO
- Orbital gap: 10.63 eV
- LUMO energy: 0.963 eV
- 2S+1: 1

Last column: Löwdin charge in e.
Element x y z (Å)
C 2.4447 0.4554 -0.0567  -0.093
O 1.1192 0.3968 -0.5383  -0.138
C 0.4038 -0.6058 0.1014  -0.350
C -0.3088 -0.3416 1.3905  -0.029
C -1.0831 -0.5971 0.0844  -0.203
C -2.0260 0.4168 -0.5228  -0.241
O -1.7543 0.7957 -1.8556  -0.053
H 2.9523 -0.5127 -0.1860  0.092
H 2.4695 0.7200 1.0101  0.093
H 2.9689 1.2178 -0.6353  0.091
H 0.8239 -1.6068 -0.0108  0.150
H -0.2908 -1.0693 2.1966  0.098
H -0.2261 0.6913 1.7517  0.120
H -1.5421 -1.5856 -0.2221  0.155
H -2.8935 -0.2496 -0.5546  0.108
H -2.2174 1.3048 0.1021  0.124
H -0.8401 0.5699 -2.0546  0.076

---

This record from the Open Molecules 2025 dataset describes 2 unconnected molecules or ions with the total composition C8H10Cl2O. The level of theory is wB97M-V/def2-TZVPD.

## Properties
- Molar mass: 193.1 Da
- Structure (SMILES): Clc1ccc(Cl)cc1.COC
- Orbital gap: 9.88 eV
- LUMO energy: 0.846 eV
- 2S+1: 1

Last column: Löwdin charge in e.
Element x y z (Å)
Cl -3.1639 -0.6436 1.7517  0.662
C -1.8883 0.4668 1.3739  -0.680
C -2.0681 1.3985 0.3527  -0.102
C -1.0423 2.2915 0.0489  -0.102
C 0.1494 2.2408 0.7704  -0.680
Cl 1.4249 3.3513 0.3926  0.661
C 0.3291 1.3091 1.7916  -0.108
C -0.6966 0.4161 2.0954  -0.107
H -3.0135 1.4239 -0.2051  0.114
H -1.1662 3.0321 -0.7522  0.114
H 1.2745 1.2837 2.3493  0.113
H -0.5728 -0.3245 2.8965  0.113
C 0.2907 -2.5338 -1.1713  -0.136
O 0.5689 -1.2423 -1.6748  -0.247
C 1.9637 -1.0152 -1.7144  -0.136
H -0.8049 -2.6609 -1.1605  0.091
H 0.6695 -2.6594 -0.1431  0.085
H 0.7300 -3.3210 -1.8068  0.085
H 2.4141 -1.0760 -0.7094  0.085
H 2.4745 -1.7376 -2.3731  0.085
H 2.1272 0.0004 -2.1124  0.091